Entry 1:
{
  "formula": "C4H11NO2",
  "method": "ωB97M-V with the def2-TZVPD basis set",
  "orbital_gap_ev": 10.9,
  "smiles": "CC(C)NC=O.O",
  "relative_energy_kj_mol": 136.4,
  "homo_ev": -10.069,
  "spin_multiplicity": 1,
  "symbols": ["C", "C", "C", "N", "C", "O", "H", "H", "H", "H", "H", "H", "H", "H", "H", "O", "H", "H"],
  "positions_angstrom": [[-0.055, -0.531, 1.972], [-0.368, 0.543, 0.895], [-0.463, 1.974, 1.407], [0.553, 0.481, -0.273], [0.055, -0.265, -1.340], [-0.708, -1.196, -1.238], [1.013, -0.523, 2.187], [-0.709, -0.374, 2.821], [-0.236, -1.479, 1.464], [-1.380, 0.274, 0.589], [-0.991, 2.684, 0.768], [0.553, 2.354, 1.509], [-0.942, 2.063, 2.385], [1.382, 0.059, 0.120], [0.257, 0.081, -2.358], [1.032, -2.003, -3.838], [0.720, -2.744, -3.280], [0.287, -1.399, -3.791]],
  "forces_ev_per_angstrom": [[0.3, 0.6, -1.7], [-1.3, -0.2, 0.5], [0.8, 0.4, 0.4], [-0.5, 0.3, 1.1], [-0.9, -0.8, -0.5], [-0.1, 0.0, 0.1], [0.0, 0.2, 0.6], [0.2, -0.2, 0.3], [-0.2, -0.2, 0.4], [0.1, 0.0, -0.5], [0.0, -0.4, -0.4], [0.1, 0.2, 0.2], [0.0, -0.3, 0.0], [0.7, 0.2, -0.6], [0.8, 0.3, 0.1], [-0.3, -0.7, 0.5], [0.3, 0.5, -0.4], [-0.1, 0.1, -0.1]],
  "lowdin_charge": [-0.0463, -0.4398, -0.0717, 0.0344, -0.3184, 0.0516, 0.0741, 0.0764, 0.0731, 0.1242, 0.0742, 0.0729, 0.0736, 0.1206, 0.1150, -0.0699, 0.0504, 0.0058]
}

***

Entry 2:
{
  "formula": "C6H8O2",
  "method": "ωB97M-V with the def2-TZVPD basis set",
  "orbital_gap_ev": 10.9,
  "smiles": "C1[C@@H]2O[C@H]2C[C@@H]2O[C@@H]12",
  "relative_energy_kj_mol": 662.4,
  "homo_ev": -9.992,
  "spin_multiplicity": 1,
  "symbols": ["C", "C", "O", "C", "C", "C", "O", "C", "H", "H", "H", "H", "H", "H", "H", "H"],
  "positions_angstrom": [[-0.059, 1.754, 0.072], [1.112, 0.666, 0.326], [2.375, -0.108, -0.051], [1.062, -0.613, -0.406], [-0.086, -1.678, 0.081], [-1.135, -0.545, 0.453], [-2.265, -0.070, -0.121], [-1.001, 0.632, -0.420], [-0.416, 2.174, 1.032], [0.077, 2.531, -0.727], [1.184, 0.521, 1.475], [0.949, -0.626, -1.543], [-0.431, -2.426, -0.598], [0.198, -2.004, 1.054], [-1.034, -0.433, 1.549], [-0.772, 0.392, -1.503]],
  "forces_ev_per_angstrom": [[0.0, -0.2, -1.1], [0.3, -1.5, 2.6], [-1.2, 0.6, -0.5], [-0.8, -0.6, -1.5], [0.7, 3.0, 1.0], [2.9, -1.0, 0.4], [-1.5, 1.5, -0.4], [-0.4, -1.0, -1.4], [0.7, 0.0, -0.5], [0.0, -0.7, 1.0], [-0.7, 0.2, -1.9], [0.4, 0.6, 1.5], [0.3, -0.5, -0.6], [0.2, -1.2, 0.5], [-0.5, 0.5, -0.5], [-0.3, 0.3, 1.5]],
  "lowdin_charge": [-0.0305, -0.1742, -0.0239, -0.2728, -0.0031, -0.3414, 0.0422, -0.2434, 0.1172, 0.1167, 0.1640, 0.1538, 0.0974, 0.0879, 0.1529, 0.1571]
}